Computed, not measured: 2 unconnected molecules or ions with the total composition CH5BrSi at a distorted geometry, with wB97M-V/def2-TZVPD.

Geometry (Å):
C: -1.490 0.501 1.364
Si: 1.357 -0.218 -1.005
Br: 2.252 -0.301 -3.030
H: -1.240 -0.570 1.144
H: -1.508 0.945 2.326
H: -1.498 1.354 0.627
H: 1.939 -1.366 -0.410
H: 1.502 1.135 -0.731

Results
Calculated total energy = -2904.47323 Eh
Kohn-Sham gap (spin up / spin down) = 8.138 / 7.639 eV
HOMO energy (spin up / spin down) = -9.23 / -7.99 eV
ΔE to the lowest compared entry with this formula, charge and spin = 407.1 kJ/mol
Multiplicity = 1